Record 1
C17H13Cl3N2O2SiV | ωB97M-V with the def2-TZVPD basis set

The geometry in ORCA input format:
```
! RIJCOSX wB97M-V def2-TZVPD def2/J DEFGRID3
* xyz 1 3
V -1.140 -1.836 0.013
Cl -2.498 -2.793 1.590
Cl -2.527 -4.040 -3.147
Cl -3.663 -1.040 -3.224
Si -2.879 -2.414 -1.885
O 0.352 -1.103 3.659
O 0.929 -2.328 0.121
N -0.596 0.115 -0.213
N -0.321 -0.306 1.023
C 0.334 1.211 4.199
C 0.011 2.523 3.896
C 1.235 -0.077 -3.208
C 0.310 1.456 -4.898
C 0.246 -0.554 -1.118
C 0.069 0.188 3.353
C 0.068 0.011 -2.417
C -0.860 1.540 -4.104
C -1.081 1.773 1.922
C 1.273 -1.483 -0.806
C 0.641 -1.484 5.033
C -0.927 0.858 -2.916
C 2.398 -1.563 -1.658
C -0.789 2.824 2.807
C 1.318 0.627 -4.425
C -0.491 0.516 2.113
C 2.307 -0.935 -2.888
H 0.474 3.330 4.457
H 3.368 -2.025 -1.375
H -0.275 -1.352 5.664
H -1.717 2.132 -4.330
H -1.771 1.075 -2.199
H 3.109 -0.958 -3.665
H -1.632 1.833 1.007
H 0.422 2.131 -5.731
H 0.922 -2.505 5.002
H 0.812 1.020 5.204
H -1.182 3.817 2.678
H 1.467 -0.813 5.408
H 2.285 0.630 -4.944
*
```

Energy above the lowest of the compared OMol25 structures with the same formula, charge and spin   2.674 eV
M   462.7 g/mol
⟨S²⟩   2.222
LUMO energy (alpha / beta)   -5.37 / -5.57 eV
F_max   0.0713 Eh/bohr
HOMO-LUMO gap (alpha / beta)   6.12 / 5.68 eV

=====

Record 2
C33H39ClFeN2O6Sb | ωB97M-V with the def2-TZVPD basis set

The geometry in ORCA input format:
```
! RIJCOSX wB97M-V def2-TZVPD def2/J DEFGRID3
* xyz 0 6
Sb -1.310 1.105 -0.828
Fe 1.022 -0.288 1.045
Cl 3.111 -5.524 5.363
O 4.739 -0.141 2.732
O 1.666 0.883 -0.369
O 0.875 1.505 2.308
O 3.630 1.803 -0.908
O 2.903 -0.527 1.533
O 0.404 -1.088 2.673
N 1.150 -2.254 0.286
N -1.371 -2.802 -0.644
C 2.035 -2.723 -1.930
C -1.400 0.045 -2.718
C -3.392 1.125 1.340
C 1.185 3.764 2.750
C 1.565 -3.183 1.073
C -1.833 -3.701 -3.257
C 0.309 3.546 -1.959
C 3.199 1.656 2.447
C 3.705 0.234 2.226
C 1.647 -3.240 5.282
C 1.927 1.579 3.318
C 1.844 -3.150 -3.263
C 0.976 -2.634 -1.074
C 2.291 -4.175 3.171
C 1.001 -2.209 4.645
C 0.603 -3.492 -3.710
C -4.414 1.942 -0.801
C 2.717 1.645 -0.135
C -0.178 0.332 -3.588
C 1.232 2.732 1.625
C 1.643 2.926 3.969
C -3.389 0.999 -0.184
C 2.670 2.430 1.190
C -2.862 -3.540 -2.378
C 1.655 -3.116 2.505
C -2.050 3.529 -2.702
C -0.339 -2.955 -1.515
C 1.006 -2.100 3.241
C -2.574 -3.081 -1.073
C -1.117 3.171 -1.546
C 2.303 -4.224 4.539
C -2.710 0.166 -3.488
C -0.515 -3.401 -2.845
H 1.824 -4.144 0.624
H 0.169 4.133 2.884
H -3.382 -2.943 -0.360
H 2.779 -4.952 2.596
H 1.651 -3.301 6.362
H -2.878 1.175 -3.865
H 1.859 0.707 3.962
H 0.755 0.248 -3.025
H 0.520 2.891 0.825
H -1.753 3.013 -3.615
H -1.976 4.602 -2.905
H -1.407 3.765 -0.672
H -4.506 1.813 -1.879
H -0.139 -0.383 -4.416
H -3.127 2.141 1.648
H 3.988 2.209 2.950
H -5.399 1.756 -0.361
H 1.833 4.614 2.541
H -4.167 2.987 -0.602
H -4.386 0.915 1.745
H 2.532 3.323 4.457
H -3.570 -0.114 -2.877
H 3.252 3.336 1.031
H -3.095 3.301 -2.509
H -2.692 -0.506 -4.353
H -0.216 1.329 -4.027
H -2.683 0.444 1.814
H -1.317 -0.984 -2.384
H 0.452 -3.826 -4.729
H 1.050 3.442 -1.174
H -2.008 -4.044 -4.270
H 0.852 2.838 4.712
H 0.480 -1.447 5.211
H -3.885 -3.753 -2.658
H 0.324 4.590 -2.286
H 2.698 -3.204 -3.925
H 3.022 -2.448 -1.579
H -3.664 -0.030 -0.443
H 0.654 2.938 -2.795
*
```

Energy above the lowest of the compared OMol25 structures with the same formula, charge and spin   0.329 eV
M   772.7 g/mol
⟨S²⟩   8.761
LUMO energy (alpha / beta)   -0.25 / -1.16 eV
F_max   0.0130 Eh/bohr
HOMO-LUMO gap (alpha / beta)   7.98 / 7.07 eV

=====

Record 3
C9H14BF3O7 | ωB97M-V with the def2-TZVPD basis set

The geometry in ORCA input format:
```
! RIJCOSX wB97M-V def2-TZVPD def2/J DEFGRID3
* xyz 0 1
F -0.145 -0.329 3.744
F 0.410 1.943 -0.313
F -1.812 -3.227 1.976
O -1.453 1.284 -2.716
O -1.120 -2.049 0.180
O -0.563 -1.638 -1.967
O -2.112 -3.187 -1.450
O 2.593 -0.903 1.738
O 3.767 -2.296 3.064
O 1.917 -1.251 3.829
C 1.143 -0.168 3.351
C -2.214 -2.714 0.792
C -0.386 3.493 -1.933
C 1.309 -0.275 1.850
C -2.551 -3.787 -0.226
C -1.200 -2.238 -1.168
C 2.856 -1.562 2.888
C 0.849 2.960 -1.222
C 1.865 2.327 -2.134
B -1.483 2.348 -1.850
H 1.303 0.679 1.334
H -0.746 4.411 -1.472
H 2.335 3.104 -2.736
H -3.010 -1.991 0.976
H -3.608 -4.024 -0.287
H 1.312 3.714 -0.588
H -0.882 0.573 -2.400
H 1.522 0.756 3.790
H -0.127 3.692 -2.975
H -1.971 -4.690 -0.032
H 0.549 -0.926 1.422
H 2.632 1.803 -1.565
H 1.381 1.621 -2.810
H -2.373 2.445 -1.048
*
```

M   302.0 g/mol
LUMO energy   0.49 eV
F_max   0.0094 Eh/bohr
HOMO-LUMO gap   10.45 eV
SMILES string   O=C1OC[C@@H](F)O1.O=C1OC[C@@H](F)O1.C[C@H](F)CBO

=====

Record 4
C12H24Cl12O6 | ωB97M-V with the def2-TZVPD basis set

The geometry in ORCA input format:
```
! RIJCOSX wB97M-V def2-TZVPD def2/J DEFGRID3
* xyz 0 1
Cl -28.429 -3.926 41.043
Cl -30.936 -5.483 40.582
Cl -31.054 -3.241 38.779
Cl -33.287 -4.892 39.329
Cl -31.369 -5.030 35.690
Cl -31.951 -6.376 33.142
Cl -25.443 -2.360 39.145
Cl -28.700 -3.924 38.269
Cl -28.131 0.233 37.631
Cl -28.216 -1.281 35.054
Cl -30.037 -2.870 35.951
Cl -28.365 -1.290 39.491
O -30.113 -5.599 38.156
O -31.834 -7.457 35.990
O -33.848 -6.553 35.493
O -32.994 -6.180 37.428
O -29.446 -7.487 37.019
O -29.461 -7.523 39.252
C -29.608 -6.819 35.756
C -29.154 -5.373 40.274
C -32.828 -6.802 36.248
C -27.147 -2.673 39.478
C -33.948 -7.185 34.221
C -29.983 -4.270 37.037
C -29.714 -6.769 38.148
C -28.252 -1.358 36.824
C -32.460 -3.448 39.903
C -29.145 -8.936 39.206
C -31.976 -6.177 38.436
C -30.875 -5.227 33.982
H -28.775 -6.367 40.513
H -28.902 -5.989 35.800
H -30.094 -9.417 38.968
H -34.123 -8.257 34.309
H -34.684 -6.650 33.621
H -28.529 -9.233 38.357
H -29.882 -5.651 34.129
H -29.791 -5.177 36.464
H -32.953 -7.152 33.778
H -30.815 -4.266 33.470
H -32.335 -6.059 39.459
H -29.238 -1.771 37.033
H -31.189 -5.444 38.260
H -31.447 -7.103 38.661
H -29.031 -5.295 39.194
H -27.349 -1.919 37.064
H -30.569 -6.322 35.628
H -28.585 -9.005 40.139
H -27.527 -3.537 38.934
H -32.137 -3.591 40.935
H -27.156 -3.113 40.475
H -29.382 -7.482 34.921
H -30.928 -4.389 37.567
H -33.166 -2.621 39.832
*
```

Energy above the lowest of the compared OMol25 structures with the same formula, charge and spin   39.967 eV
M   689.8 g/mol
LUMO energy   0.19 eV
F_max   0.3102 Eh/bohr
HOMO-LUMO gap   7.90 eV